A 10-piece molecular cluster, C24H68O10 overall in a non-equilibrium geometry, computed with ωB97M-V with the def2-TZVPD basis set.

Structure (XYZ):
```
102
Properties=species:S:1:pos:R:3:forces:R:3
C 2.87088 1.84797 -3.37340 -0.39 0.11 0.26
C 3.82725 2.45222 -2.34803 -1.01 0.54 -0.18
C 3.77822 1.62800 -1.08958 0.10 0.10 -0.09
O 5.11575 2.55800 -2.90164 0.48 -1.26 -0.11
H 1.86378 1.64966 -2.93385 0.51 0.59 -0.43
H 3.23543 0.86184 -3.63769 0.29 -0.29 -0.27
H 2.86855 2.49118 -4.26150 -0.41 -0.29 0.12
H 3.54430 3.48470 -2.16823 -0.15 0.17 0.25
H 4.01372 0.62282 -1.41254 0.07 -0.59 0.28
H 2.77086 1.64483 -0.66317 0.21 -0.02 0.08
H 4.52091 1.95019 -0.36823 0.00 0.08 0.21
H 5.34887 1.62111 -3.06577 0.38 0.69 -0.09
C 2.35444 1.50969 2.75107 -1.00 -0.29 -0.04
C 1.85220 2.43257 3.84436 1.80 0.27 0.25
C 0.41529 2.80683 3.67785 0.34 -0.01 0.12
O 2.04361 1.88008 5.14539 -0.17 -0.80 -0.37
H 2.17384 2.08989 1.85336 0.32 -0.18 -0.61
H 1.69542 0.61943 2.68549 0.45 0.26 0.08
H 3.40273 1.21005 2.83478 -0.21 0.16 0.07
H 2.54674 3.28051 3.81444 -0.44 0.33 0.09
H -0.11959 1.87966 3.74452 -0.69 -0.56 0.03
H 0.20204 3.25491 2.71732 -0.11 0.39 -0.11
H 0.14919 3.41610 4.53181 -0.36 0.37 -0.10
H 1.75057 0.96342 5.00715 0.02 0.10 0.70
C -2.73962 2.82136 1.88968 -0.04 -0.16 -0.62
C -3.95611 2.11837 1.30171 0.28 0.26 -1.73
C -4.50513 0.99668 2.15887 -0.36 0.55 -0.03
O -4.96038 3.11198 0.94931 0.57 -1.03 0.14
H -2.41579 3.63858 1.20469 -0.10 -0.66 0.49
H -1.95403 2.05794 1.99493 -0.04 0.57 0.19
H -2.99486 3.26303 2.85344 0.16 -0.03 0.17
H -3.64797 1.67302 0.33885 -0.23 0.39 0.15
H -5.54007 0.76492 1.84559 0.64 -0.16 0.13
H -4.52130 1.45177 3.13302 -0.36 -0.27 0.99
H -3.85641 0.10877 2.19724 -0.29 0.30 -0.18
H -5.27924 3.44746 1.78488 -0.30 0.33 0.33
C 0.98280 -1.08320 0.42265 0.32 0.15 0.27
C -0.47530 -1.31044 0.13048 -0.27 -0.77 -0.08
C -1.30985 -0.09482 0.47195 0.23 -0.94 -0.75
O -0.69677 -1.67195 -1.23217 -0.12 -0.77 0.51
H 1.58853 -1.93039 0.09343 -0.05 0.25 -0.08
H 1.07418 -1.04189 1.51608 0.25 0.25 -0.23
H 1.34898 -0.14189 -0.03844 -0.08 -0.50 0.31
H -0.79015 -2.19856 0.71787 -0.05 0.45 -0.20
H -1.09068 0.67679 -0.25556 0.01 0.41 -0.08
H -1.00756 0.20985 1.43480 0.07 0.70 1.25
H -2.35887 -0.34096 0.43820 -0.39 0.08 0.07
H -0.67798 -0.85756 -1.73489 -0.01 0.52 -0.75
C -1.17496 -1.74883 4.10027 -0.42 1.90 0.73
C -1.36725 -0.67804 5.23223 -0.38 -1.65 -0.54
O -0.10363 -0.26638 5.69353 0.66 1.14 -0.29
H -0.65763 -2.64289 4.39317 0.16 -0.35 0.25
H -0.60800 -1.20971 3.33926 0.14 -0.29 -0.19
H -2.16382 -1.94920 3.68804 0.07 -0.32 -0.03
H -1.82315 -1.07548 6.12845 -0.89 -0.46 -0.08
H -2.06078 0.05384 4.77199 0.73 0.42 0.46
H -0.20108 0.41857 6.37810 0.01 -0.35 -0.41
C 2.81037 -2.21275 -2.26761 1.02 -0.68 0.02
C 3.78980 -2.41970 -3.41552 -0.09 -0.16 -0.35
O 4.98147 -1.66517 -3.18057 -0.48 0.38 0.27
H 3.26532 -2.54495 -1.33384 0.12 0.01 0.03
H 1.91399 -2.79649 -2.39177 -0.43 -0.16 -0.24
H 2.55024 -1.18086 -2.13679 -0.16 0.61 -0.12
H 3.31753 -2.11124 -4.37185 0.21 -0.08 0.35
H 4.11484 -3.46857 -3.52932 -0.58 0.14 0.17
H 5.62873 -1.98795 -3.80190 0.40 0.01 -0.21
C -5.39862 -3.51084 -1.23486 0.40 0.50 -1.39
C -3.94042 -3.27127 -1.06097 0.52 -1.30 0.37
O -3.64301 -1.93199 -1.09817 0.34 2.00 -0.30
H -5.62631 -4.56005 -1.28632 -0.15 -0.45 0.11
H -5.58013 -3.06122 -2.21200 -0.67 -0.08 -0.07
H -5.98408 -3.00537 -0.50914 -0.59 0.37 0.76
H -3.41192 -3.79474 -1.85581 0.21 -0.30 -0.13
H -3.59835 -3.64845 -0.11455 0.26 -0.70 0.65
H -2.67476 -1.82680 -1.13650 -0.19 -0.11 -0.08
C 0.61704 3.71726 -0.94572 -0.60 0.63 0.61
C 0.77565 4.73439 -2.03733 1.09 -0.18 -0.02
O 0.85194 6.03459 -1.47594 0.05 0.35 -0.02
H 0.42777 2.72566 -1.33206 0.10 -0.28 -0.10
H -0.22458 4.02198 -0.34933 -0.71 -0.09 0.32
H 1.44291 3.74179 -0.24258 0.44 -0.17 -0.18
H -0.04648 4.71005 -2.74198 -0.12 -0.32 -0.34
H 1.73972 4.47613 -2.49912 -0.34 0.30 -0.60
H 0.97463 6.66507 -2.20151 -0.04 -0.23 0.35
C 0.92725 -4.83753 0.22176 -0.40 0.20 -0.17
C 1.63614 -4.77675 1.56694 0.26 -0.47 -1.19
O 1.58722 -6.07770 2.13867 0.06 0.01 0.52
H 1.52322 -5.44678 -0.45830 0.14 0.17 -0.13
H 0.78021 -3.81143 -0.21909 -0.04 -1.19 0.37
H -0.01117 -5.40972 0.33006 0.09 0.67 -0.03
H 1.15288 -4.08594 2.23466 -0.04 0.63 0.24
H 2.67955 -4.49684 1.33192 -0.24 0.17 0.63
H 1.56663 -5.96199 3.09778 0.11 -0.24 -0.28
C -1.40408 -0.37627 -5.41967 2.07 -0.41 -0.29
C -1.93130 -0.17152 -4.04586 -1.66 0.40 0.62
O -0.97029 0.29038 -3.09289 0.64 0.18 -0.70
H -0.91319 0.54902 -5.75195 0.00 -0.14 -0.06
H -2.13949 -0.61723 -6.17713 -0.31 -0.18 0.16
H -0.62029 -1.18848 -5.39217 -0.73 0.70 -0.26
H -2.32416 -1.09286 -3.63508 -0.39 -0.20 0.00
H -2.73131 0.58851 -4.08260 0.11 -0.39 0.16
H -0.16219 0.36815 -3.60957 0.36 0.22 0.31
```
Positions in Å, forces in eV/Å.

* SMILES string: CC(C)O.CC(C)O.CC(C)O.CC(C)O.CCO.CCO.CCO.CCO.CCO.CCO
* LUMO level: 0.5 eV
* energy relative to the best compared isomer or geometry (same formula, charge and spin): 3.3970 eV
* spin multiplicity: 1
* molecular weight: 516.80 u
* E_HOMO: -9.82 eV
* max |F|: 2.13 eV/A
* Kohn-Sham gap: 10.28 eV

***

A 10-piece molecular cluster, C24H69N17O10 overall in a non-equilibrium geometry, computed with ωB97M-V with the def2-TZVPD basis set.

Structure (XYZ):
```
120
Properties=species:S:1:pos:R:3:forces:R:3
C -21.68447 -0.48284 0.73302 -0.32 0.55 0.85
C -22.28375 -1.88012 0.91489 0.24 -0.60 -2.43
C -23.48647 -1.96444 -0.08227 0.36 0.88 0.96
C -21.23365 -2.93367 0.31941 -0.27 0.26 1.42
C -20.14559 -3.28671 1.34886 -1.64 0.07 -0.35
C -20.86826 -3.81916 2.58723 0.83 0.30 -0.18
C -21.82957 -2.79980 3.29676 1.10 0.64 -0.87
C -22.57871 -3.60440 4.35321 -0.88 0.78 0.05
C -21.05811 -1.59209 3.94361 0.49 -1.17 0.05
N -22.72524 -2.20454 2.24900 1.51 -3.03 -0.35
O -23.77044 -1.44689 2.70082 -0.45 0.92 0.79
H -22.45738 0.23311 1.01253 0.06 0.21 0.28
H -20.83357 -0.34658 1.40048 0.06 0.18 -0.16
H -21.41064 -0.19760 -0.28274 0.11 -0.49 -0.09
H -23.05165 -1.72053 -1.05158 -0.35 -0.65 -0.30
H -24.04078 -2.89660 0.02695 0.35 -0.21 -0.46
H -24.20710 -1.16988 0.11126 0.00 0.13 0.18
H -21.77581 -3.84016 0.05025 -0.04 -0.05 -0.12
H -20.73940 -2.52086 -0.56002 -0.42 0.16 -0.16
H -19.52622 -4.09986 0.97035 0.38 0.34 -0.11
H -19.60543 -2.35363 1.50914 0.51 -0.32 0.35
H -20.10230 -4.28160 3.20975 0.13 0.87 1.03
H -21.31866 -4.77293 2.31230 -1.10 0.29 -0.36
H -22.95112 -2.91269 5.10883 0.20 -0.16 0.41
H -21.94924 -4.38444 4.78147 0.01 0.24 0.14
H -23.48909 -4.07099 3.97689 0.14 -0.24 -0.41
H -20.39585 -1.88260 4.75915 -0.29 -0.35 0.41
H -21.77306 -0.86120 4.32142 0.09 0.09 -0.24
H -20.33172 -1.17250 3.24761 -0.48 0.30 -0.26
H -24.45889 -2.09409 2.87046 -0.36 0.06 -0.05
C -30.10041 -8.50826 -3.29753 -0.48 -0.59 -0.98
O -29.46271 -7.87995 -2.24646 -0.37 -0.46 2.18
C -29.87154 -8.51388 -0.98542 0.42 1.35 -0.29
C -29.57962 -7.55852 0.20505 0.70 0.24 -1.36
C -28.06309 -7.09518 0.32885 -1.38 -0.86 -0.51
N -30.07774 -8.14385 1.44006 -0.01 0.26 -0.04
H -31.18830 -8.52977 -3.23320 -0.37 0.56 0.27
H -29.87810 -9.57409 -3.34941 0.59 -0.23 -0.18
H -29.83618 -8.00795 -4.22916 0.15 -0.11 0.06
H -30.93925 -8.73084 -1.01743 -0.26 0.28 -0.01
H -29.41141 -9.49521 -0.86970 0.58 -0.07 -0.02
H -30.20091 -6.67584 0.05353 0.10 0.15 -0.30
H -28.01558 -6.28778 1.05958 0.20 -0.29 0.28
H -27.59111 -6.72499 -0.58124 -0.42 -0.03 -0.21
H -27.53319 -8.00672 0.60525 0.38 0.24 0.43
H -29.81236 -9.11268 1.54509 0.29 -0.10 0.07
H -29.60576 -7.59892 2.14745 -0.20 -0.32 0.66
C -29.16022 -1.79006 2.73613 -0.21 0.77 -0.70
O -29.07481 -2.62223 3.83088 -0.35 -1.05 2.67
C -29.12130 -2.00634 5.16751 0.23 -0.19 -0.47
C -28.90771 -3.08137 6.34316 -0.44 0.45 -1.96
C -30.16779 -3.81514 6.67559 -2.39 0.43 -0.92
N -28.48667 -2.47365 7.57333 1.40 0.64 0.92
H -29.45485 -2.37108 1.86222 -0.11 -0.20 0.14
H -28.20962 -1.32907 2.46792 0.30 0.22 0.22
H -29.90277 -1.00255 2.86468 -0.14 0.16 0.04
H -28.43063 -1.16411 5.12600 0.95 -0.39 0.57
H -30.03050 -1.43926 5.36719 -0.87 -0.46 -0.35
H -28.17707 -3.76469 5.91033 0.42 0.04 0.46
H -30.74643 -4.15134 5.81521 0.42 -0.73 -0.23
H -30.87482 -3.06061 7.02040 -0.08 0.41 0.36
H -30.19086 -4.54123 7.48822 0.71 -0.27 -0.30
H -29.26996 -2.06510 8.06286 -0.46 0.57 -0.44
H -28.31612 -3.22616 8.22507 0.67 -0.35 0.03
N -34.58681 0.02977 2.09278 2.30 7.73 0.49
C -34.84172 -1.18309 1.96598 -1.06 -2.24 -0.90
N -35.75089 -1.57164 2.80798 -3.15 -3.39 2.33
O -34.36044 -1.84299 1.10216 1.74 -2.97 -2.29
H -35.21121 0.59571 2.64951 0.74 0.41 -0.36
H -33.91759 0.37935 1.42193 -0.31 0.64 0.29
H -36.36904 -0.95575 3.31658 0.26 -0.29 -0.15
H -36.07888 -2.49298 2.55565 -0.45 0.07 0.55
N -31.19192 -9.17480 9.20824 1.72 -0.30 -0.24
C -32.07515 -9.53266 8.25087 4.61 -0.22 -1.98
N -33.23968 -9.29509 8.65536 -6.07 0.76 0.92
O -31.77730 -9.92857 7.13567 0.29 -0.74 -0.18
H -31.57969 -8.66098 9.98654 1.28 -0.61 0.29
H -30.33881 -9.70357 9.09553 0.29 0.76 0.98
H -33.90589 -9.36164 7.89916 -0.69 0.55 0.68
H -33.26677 -8.72654 9.48970 -1.42 -0.19 -0.50
N -35.14221 2.14305 7.12937 -0.21 3.06 -1.65
C -35.33931 1.00318 7.73698 -4.81 -1.22 -1.48
N -34.29132 0.65945 8.36828 4.85 -2.78 4.00
O -36.39294 0.36084 7.65543 0.69 0.02 -0.05
H -34.28011 2.60877 7.37431 -0.52 0.50 -1.05
H -35.77950 2.36997 6.37939 0.39 0.53 0.35
H -33.55736 1.31940 8.58240 -0.11 -0.39 -0.14
H -34.24102 -0.22510 8.85320 -0.25 0.28 0.01
N -31.81908 -0.00506 -2.90461 -0.41 -5.30 -0.05
C -31.60403 1.27665 -2.79413 -1.35 1.77 3.69
N -31.46921 1.76661 -3.98512 0.92 2.69 -4.54
O -31.68319 1.95156 -1.76565 0.50 -0.45 -0.25
H -31.97957 -0.71755 -2.20698 0.11 0.92 0.52
H -31.72158 -0.43347 -3.81404 0.00 0.11 0.29
H -31.62227 1.16071 -4.77855 0.10 0.54 0.09
H -31.50216 2.76032 -4.16276 0.08 -0.29 0.32
N -25.36625 1.19214 8.86762 1.50 0.40 -4.59
C -25.33260 1.41336 10.16594 0.61 1.05 -1.57
N -26.20085 0.58336 10.68382 -1.50 -0.97 4.36
O -24.65849 2.29364 10.66239 0.05 -0.18 1.08
H -25.80200 0.37757 8.45933 0.21 0.21 0.15
H -24.57733 1.55964 8.35512 -0.30 0.07 -0.15
H -26.08866 0.60952 11.68723 -0.93 -0.81 0.09
H -26.68125 -0.13513 10.16123 0.29 0.18 0.57
N -32.88641 -0.26863 13.25276 -0.49 -0.24 -0.20
C -31.68577 -0.34711 12.62474 -0.49 0.52 0.82
N -31.13680 0.85876 12.46859 0.80 1.98 -0.51
O -31.15133 -1.36343 12.30605 0.90 -2.12 -0.68
H -33.13125 0.65522 13.57935 -0.56 -0.82 0.52
H -33.20429 -1.15583 13.61595 -0.42 0.59 0.19
H -30.19387 0.93995 12.11588 -0.41 0.08 -0.01
H -31.70725 1.67119 12.65474 0.68 0.03 -0.17
N -34.05277 -6.73540 2.95345 3.75 2.00 -0.20
C -35.16280 -7.40243 2.92879 -4.42 1.93 -0.39
N -34.94796 -8.71336 3.05753 -0.66 -1.97 0.11
O -36.25073 -6.76776 2.82487 1.36 -2.14 0.28
H -33.19704 -7.26615 2.87521 0.18 0.62 -0.01
H -34.06863 -5.78123 2.62266 0.05 -0.23 0.13
H -35.72517 -9.35807 3.03761 0.31 0.19 -0.09
H -34.00888 -9.03639 2.87338 -0.49 -0.36 0.14
```
Positions in Å, forces in eV/Å.

* SMILES string: CC1(C)CCCC(C)(C)N1O.COC[C@H](C)N.COC[C@H](C)N.NC(N)=O.NC(N)=O.NC(N)=O.NC(N)=O.NC(N)=O.NC(N)=O.NC(N)=O
* LUMO level: 0.0 eV
* energy relative to the best compared isomer or geometry (same formula, charge and spin): 6.7846 eV
* spin multiplicity: 1
* molecular weight: 755.92 u
* E_HOMO: -7.84 eV
* max |F|: 8.08 eV/A
* Kohn-Sham gap: 7.80 eV